No. 1
12 unconnected molecules or ions with the total composition C45H126N3O36P9 in a non-equilibrium geometry, computed with wB97M-V/def2-TZVPD.

Structure (ORCA input):
```
! RIJCOSX wB97M-V def2-TZVPD def2/J DEFGRID3
* xyz 0 1
P -0.3726 4.7725 -3.6299
P 1.6227 -1.7962 -7.2753
P 5.1210 2.4841 3.3673
P -2.6700 1.7867 -7.9617
P -4.5293 1.6793 -0.2374
P -2.8912 -1.2113 6.3377
P 5.7341 -1.2480 -2.4117
P -0.2622 -0.1531 -1.6552
P -1.2040 -3.9585 2.8373
O -3.0791 2.0743 -0.1705
O 0.8884 -2.4200 -6.2042
O 6.3342 -1.4589 -3.7284
O 1.2501 -0.4949 -1.4335
O -0.6708 6.0000 -4.5325
O 4.4573 -2.1142 -2.1222
O -0.9538 -0.9783 -0.4877
O -0.6852 -0.8665 -3.0328
O 6.6259 2.2090 3.2078
O -0.5776 1.3181 -1.6484
O -1.2513 -4.7292 4.2387
O -1.6984 4.2713 -2.9822
O -3.0712 2.9454 -7.1459
O -5.5537 2.9758 -0.1626
O -2.8599 1.8352 -9.5005
O -1.4980 -1.2398 7.1340
O 5.1235 4.0362 3.8246
O 0.2469 5.5478 -2.3839
O 4.3935 1.5816 4.2750
O 0.5473 3.7979 -4.2364
O -3.4913 0.5163 -7.5254
O -4.8373 0.8313 -1.3929
O 2.4312 -0.4993 -6.8294
O -3.6826 0.0314 6.9636
O 6.5992 -1.6738 -1.2094
O -2.3331 -3.0214 2.6538
O 0.6464 -1.3978 -8.4360
O -2.4089 -0.6116 4.9554
O 4.5264 2.4344 1.9115
O -4.7871 0.9923 1.1243
O -3.6406 -2.4509 6.4027
O 0.2549 -3.3675 2.8687
O -1.1450 1.3598 -7.8162
O 2.8313 -2.6162 -7.9778
O -1.2848 -5.0576 1.6543
O 5.3028 0.2431 -1.9951
N -0.5437 3.4395 3.2145
N -2.9959 -5.0589 -2.9007
N 2.5954 -1.3779 7.0998
C 2.7913 0.1170 7.0822
C 0.2510 4.6628 3.3446
C 4.9975 3.3740 0.9025
C -0.3689 -6.0988 1.4998
C 3.1671 -3.4297 8.3777
C 7.5220 2.1438 4.2823
C -4.0098 2.4979 -10.0651
C -1.1881 -0.0742 -4.1063
C -5.7586 3.6596 -1.3861
C 6.1554 -1.7584 0.1354
C 0.5363 -2.3002 1.9079
C -1.7776 7.0303 -4.4967
C 3.9226 4.5100 4.4263
C 0.2665 2.2296 3.6622
C -0.4964 5.7825 2.6648
C 0.9391 -0.5831 -9.5276
C -3.1763 -0.8145 -7.9811
C 3.6080 -2.5250 -3.2477
C 3.7006 -0.5072 -6.1078
C 4.2430 -2.2809 5.4445
C -3.9476 -5.9296 -2.2293
C 5.6193 1.4417 -2.6806
C 3.3681 -1.9187 8.1909
C -0.5127 -4.5889 -3.1427
C 2.8808 -4.0354 -7.8384
C -4.3572 -5.4787 -0.8589
C -1.8149 3.4826 3.9785
C -0.2113 2.1357 -7.1433
C -2.3883 2.8300 0.7860
C -4.2168 -0.0831 8.2952
C -1.6840 -5.0400 -2.2187
C -2.4649 -5.4075 4.6533
C 0.7349 4.8966 -1.2672
C 1.5412 0.8640 6.6229
C -3.4414 -3.7262 -3.1233
C -3.2991 -0.4825 3.8547
C -6.0116 0.4458 1.5145
C -4.7948 -3.6423 -3.7901
C -2.4091 -1.0657 -0.3871
C 2.1116 0.6413 -1.1056
C -2.5025 3.2306 -3.6270
C -1.6943 3.6623 5.5475
C 1.3544 1.9328 2.6331
C 2.7858 -2.0796 5.8740
C -0.7347 -2.3204 7.6257
H -6.1891 4.6024 -1.1395
H 4.4239 -1.7362 8.0071
H -1.4506 2.2394 1.0869
H 4.3223 -1.4375 -6.2737
H -2.7823 -2.0710 -0.4445
H 6.0973 1.2448 -3.6803
H -4.8893 -6.0665 -2.7994
H -2.6435 3.4151 6.0444
H 4.2397 -2.6096 -4.1543
H -1.0901 -2.6812 8.5819
H 1.2305 4.5570 2.8618
H -1.4786 6.0978 3.0562
H -0.0832 4.3721 -0.7037
H -1.6060 -6.1522 -1.9821
H 0.1306 6.7319 2.6202
H -5.6061 -3.9823 -3.1621
H -0.9330 -6.9323 1.0691
H -5.2135 0.2741 8.3110
H -0.6580 2.8820 -6.4844
H -6.4105 0.9525 2.3310
H -2.2733 2.4719 3.8833
H -2.1817 7.0652 -5.4785
H -5.0788 -4.6050 -0.7512
H 0.1213 0.0601 -9.7092
H -2.7104 0.0091 3.0725
H 3.6190 0.4923 6.4835
H -1.0370 2.7974 5.9319
H 1.3850 0.4636 5.5823
H 3.6512 -0.2678 -5.0389
H -1.7412 -4.4557 -1.3053
H -2.5210 2.4653 -2.8590
H 4.7104 2.0427 -2.7772
H 4.8248 2.9509 -0.1012
H -0.0634 -6.3767 2.5133
H -2.8888 -4.7047 5.3557
H -3.0392 -5.6661 3.7837
H -4.1338 0.1378 4.0890
H -2.7333 -0.6975 0.6243
H 0.7550 2.4320 4.6142
H 5.0523 -1.8398 0.1486
H -5.8012 -0.6274 1.8023
H -3.6777 -1.4673 3.5372
H -2.0419 3.8193 0.4337
H -3.4837 3.6038 -4.0119
H -4.8239 3.8985 -1.9520
H 3.4817 3.8891 5.1953
H 0.7978 1.9188 1.6607
H 8.2818 1.3761 3.9964
H -5.1039 -2.6538 -4.0573
H 2.5910 -4.3793 -6.8440
H 6.0828 3.5540 1.1127
H -1.1658 7.9418 -4.3810
H -0.8534 0.9548 -4.0057
H -2.9022 -0.4641 -1.1413
H 1.5547 1.1825 -0.3243
H 3.0240 0.2729 -0.6152
H -3.6165 0.4566 9.0395
H 3.1200 -1.3972 9.1297
H 4.7246 -2.8639 6.2819
H -2.7601 -3.1687 -3.8464
H 0.5645 0.7382 7.1871
H 2.1194 -1.6155 5.1392
H -3.7170 3.2152 -10.7996
H 3.5670 -3.6279 9.3573
H 1.3310 -1.6639 2.3154
H -1.1870 4.5546 5.9154
H 3.1143 4.6748 3.7433
H 0.4770 5.0149 4.3735
H 1.2323 -1.2442 -10.3685
H -4.6557 2.9958 -9.3127
H -2.5164 4.1876 3.5081
H 4.1380 0.3711 -6.5532
H 6.3433 1.8749 -2.0117
H 2.1305 2.6148 2.6272
H -3.4250 -3.1950 -2.1565
H 1.5569 4.2397 -1.6114
H 2.2387 -4.5201 -8.6108
H 1.7531 1.9795 6.5311
H 6.9954 1.9051 5.1952
H -0.7402 -4.8844 -4.1683
H -0.3526 1.3824 3.7964
H -0.3828 -3.5544 -3.2445
H -4.2891 -1.1468 8.6082
H 0.8333 -2.7648 0.9804
H 4.4903 4.2983 1.0832
H 0.3652 -5.0656 -2.7464
H -0.6077 5.4216 1.6076
H 2.9839 0.3183 8.1639
H 4.1203 5.4760 4.7795
H -4.7256 -4.3085 -4.6743
H -2.0211 2.8544 -4.5340
H -4.9452 -6.2968 -0.3584
H -0.7948 -3.1488 6.9441
H 4.3149 -2.7790 4.4820
H 2.8160 -1.7753 -3.4509
H 6.3429 -0.9949 0.8584
H 2.3619 -3.0713 5.9479
H -0.7337 -0.5776 -5.0762
H -3.5411 -5.2015 -0.2980
H -6.3942 3.0370 -2.0340
H -3.7613 -1.4202 -7.3711
H 3.6013 -4.0778 7.6483
H -2.0803 -1.1046 -7.9943
H 0.3403 1.4052 -6.4957
H 8.0753 3.0979 4.3267
H 3.9552 -4.2477 -7.9945
H -3.0158 2.9487 1.6358
H -2.4116 6.8144 -3.6272
H 2.0700 -3.5092 8.3292
H -0.2389 -1.5765 1.6584
H 6.4642 -2.7246 0.5704
H 1.1335 5.7141 -0.6684
H -2.2258 -0.2649 -4.0903
H 0.2913 -2.0222 7.6745
H 3.1804 -3.4756 -2.9328
H -2.1970 -6.3462 5.2442
H 4.7426 -1.3497 5.2921
H -3.4415 -6.8621 -2.2001
H -4.6287 1.6950 -10.4845
H -6.7626 0.3755 0.7289
H 2.3676 1.2775 -1.9347
H 0.5184 2.6302 -7.8654
H 1.7441 0.9172 2.8016
H 1.8066 0.0864 -9.3342
H 0.4091 -5.8749 0.7544
H -3.4417 -0.9075 -9.0446
*
```

Calculated values
Orbital gap (eV): 8.221
SMILES: COP(=O)(OC)OC.COP(=O)(OC)OC.COP(=O)(OC)OC.COP(=O)(OC)OC.COP(=O)(OC)OC.COP(=O)(OC)OC.COP(=O)(OC)OC.COP(=O)(OC)OC.COP(=O)(OC)OC.CCN(CC)CC.CCN(CC)CC.CCN(CC)CC
E_tot (Ha): -7735.93150


No. 2
24 unconnected molecules or ions with the total composition C45H145N41O24 in a non-equilibrium geometry, computed with wB97M-V/def2-TZVPD.

Structure (ORCA input):
```
! RIJCOSX wB97M-V def2-TZVPD def2/J DEFGRID3
* xyz 0 1
O 2.2048 1.4923 3.5533
O -3.3520 5.4131 -3.8554
O 3.6897 0.8034 -8.1066
O -1.0015 3.6895 -7.6633
O 4.4089 4.2253 2.8190
O -2.4093 -2.1221 -4.1291
O 2.2443 4.3261 -1.5121
O -2.6593 -6.1078 -1.7702
O 1.2367 -1.3179 -6.0250
O -7.6788 -4.9450 -0.8267
O 5.7650 -1.4817 -4.4112
O 0.7507 -6.2115 1.2714
O 1.2186 -5.6699 -3.1256
O -0.5103 -1.6613 -1.0955
O 0.0493 -2.4733 7.7287
O 6.2825 0.8495 1.0965
O 0.2898 8.0379 1.3662
O -8.5571 0.9933 4.1266
O 3.3560 -1.9126 2.0593
O 4.1302 1.7024 -3.2520
O 0.8583 6.0638 5.6250
O -5.4281 -0.8994 0.6743
O 3.1559 -5.3637 6.3513
O -2.2784 -3.6818 2.0473
N -6.2026 -5.1145 -2.6671
N 3.4223 2.0799 5.4668
N 1.1067 -3.8622 -4.4097
N -4.7775 0.9003 -1.5902
N 0.8521 -4.3055 2.5310
N -6.3688 -6.7599 -1.0849
N 1.2011 -0.9920 1.7249
N 0.5787 5.0911 -2.8618
N -3.7825 -2.3007 3.0402
N 5.2926 -2.5749 5.4032
N 1.8019 3.3498 -8.0245
N 0.0537 -1.9257 4.7875
N 6.3808 1.6212 3.1778
N 7.0104 -0.6302 2.6642
N 2.7086 -5.1009 1.2494
N 2.7966 3.2902 1.5119
N 2.9819 5.4020 5.0500
N -2.7194 3.2931 -3.2944
N 2.5636 4.0827 -3.6562
N 5.3685 0.8752 -6.6303
N -4.9631 4.0285 -3.0254
N 0.6255 0.1898 -7.6523
N -2.5600 -3.1079 -2.0379
N -0.9659 -0.7690 -6.1778
N 4.4845 -2.6264 -5.9179
N 3.4987 -1.3334 -4.2556
N 2.9764 -4.2340 -2.9378
N 1.0020 4.2119 4.3698
N -2.8538 -4.3934 -3.8841
N 4.1922 2.1143 -1.0204
N 0.4070 1.1446 -1.0430
N -4.9120 0.7869 3.4063
N 5.4451 0.4655 -1.9516
N -0.9346 6.6906 -0.9200
N -2.9792 -3.9984 4.2073
N 3.2702 -0.0921 4.6104
N -0.5696 -6.9647 -1.5685
N 3.1892 1.4259 -5.9574
N -2.0602 -7.0918 0.2395
N 2.8860 -0.6958 0.1485
N 3.7754 5.2145 0.8532
C -1.2929 -0.0699 5.2515
C -6.8194 -5.5551 -1.4978
C 1.7326 -4.5929 -3.4580
C -0.3035 -1.0301 5.9149
C -2.1055 4.2607 -6.8945
C -1.7733 -6.7080 -1.0700
C -2.5979 -3.1267 -3.3909
C -3.2147 1.1196 0.2521
C -2.9716 -3.3730 2.9985
C 6.5022 0.6060 2.2928
C 1.5707 5.2739 5.0380
C -6.3322 0.1748 3.8290
C 0.9452 3.9579 -9.0563
C -9.4762 2.0320 4.0162
C -6.2205 -0.5558 5.1901
C -1.1994 4.6621 0.4817
C -7.2290 1.3209 3.9276
C -3.6780 4.2873 -3.4802
C 1.0637 8.3402 2.5166
C 1.7612 4.5215 -2.6466
C 4.6426 1.4729 -2.1279
C -3.8014 0.1786 -0.7881
C 0.1371 -2.8725 -0.7301
C 4.3821 -3.3518 6.2664
C -0.2268 -3.5574 8.6066
C -0.9834 -1.7902 7.0522
C 0.2695 -1.0505 -2.1826
C 0.3641 3.0819 -10.2315
C 2.9750 1.2420 4.5109
C 0.0364 0.3893 -2.3116
C 3.7243 -6.0953 7.3720
C 1.3792 -5.2279 1.6560
C -4.3261 -1.1338 -0.1828
C 2.4360 -1.2640 1.4108
C 4.6782 -1.8262 -4.8310
C 0.3220 -0.6957 -6.6698
C 0.1867 6.5896 1.2377
C -6.5323 -1.8092 0.5177
C -0.2654 4.6731 -8.3140
C 3.6843 4.2452 1.7671
C -1.0039 6.1864 0.4275
C 4.1126 -4.5897 5.5484
C 0.7766 0.8784 -3.5240
C 4.0340 1.0098 -6.9643
C 3.0917 -2.6183 6.5566
H 3.3275 -4.3426 1.5615
H -1.7061 -2.5168 6.6593
H 3.1485 3.0550 5.3204
H 0.7455 -0.2059 1.2435
H -0.3574 1.6787 -0.6622
H 2.3982 2.6970 2.3187
H 0.8749 -1.2266 2.6326
H 4.9806 -5.2059 5.4183
H -2.5434 1.8116 -0.2396
H 2.1956 1.4395 -6.2151
H 3.4196 1.7135 6.4446
H -7.1554 -1.1856 5.3515
H -2.9780 -0.1532 -1.4274
H 1.2291 2.6345 -7.5955
H 6.2690 -2.8606 5.4832
H -2.9749 2.3567 -2.9466
H -2.9165 -6.7112 0.6294
H -6.3040 -4.1789 -2.9638
H -1.7140 -0.5897 -6.8271
H 1.9057 0.7682 -3.4916
H 0.0251 6.1816 2.2467
H 3.3761 3.5909 -3.4155
H -3.9776 -1.5400 2.2704
H -1.5473 -1.0623 7.7198
H -1.7999 5.1073 -6.2734
H 3.6802 -4.4546 4.5406
H 1.0407 1.8623 -1.3969
H 1.3356 -1.2154 -1.9876
H 3.5438 1.7620 -5.0682
H 0.4926 -2.8813 5.1588
H 0.0738 5.4338 -7.6470
H -0.8043 -2.1318 4.2652
H 3.6807 -0.5410 -3.6462
H -5.4036 -1.2283 5.0911
H 3.3041 6.1451 5.6135
H 3.6237 -2.6054 -6.4333
H 3.0003 -5.7981 0.5990
H -1.8706 6.7663 -1.3654
H 2.4003 0.1045 -0.2232
H -4.5692 -1.7489 -1.0788
H 5.2452 -2.7958 -6.5245
H -2.6053 0.5647 0.9754
H 6.0546 0.3835 -1.1391
H -2.2688 -0.5884 5.0004
H -0.1409 -4.2870 2.5470
H 4.0262 -5.3639 8.1917
H -1.4046 -7.3599 0.9620
H 2.6748 -1.1392 -4.8928
H -0.0654 -4.5305 8.1672
H 2.2760 4.0360 -4.6303
H -2.7527 -5.2324 -3.3087
H -1.1169 -1.4828 -5.4609
H 5.0494 -2.8008 4.3836
H -4.2758 -2.0645 3.8683
H -5.5506 1.3720 -1.1039
H -2.7415 -4.4707 -4.9412
H -0.6468 7.6809 -0.9026
H 2.6732 3.0158 -8.4045
H -5.6028 4.7461 -3.1972
H 0.2285 -7.1078 -0.9139
H -7.1605 1.9659 3.0035
H -1.8005 3.6060 -3.5009
H 4.5826 -6.7365 7.0506
H -1.2526 -3.5894 9.0541
H -9.4109 2.8378 4.7169
H 4.4802 5.8542 1.1118
H 0.3240 -4.3127 -4.7671
H -5.6816 -7.2505 -1.5991
H 2.8934 -6.6505 7.7207
H -5.2487 -5.3644 -2.7990
H 1.4713 -3.5267 2.7032
H -6.8372 1.9165 4.8274
H 0.3045 -3.5734 -1.6747
H 6.5423 -1.1495 3.4709
H 1.2625 -2.8862 -4.6074
H 2.3509 -3.2338 7.0161
H 0.5776 1.9294 -3.7599
H 4.0896 -0.4103 5.1198
H -2.4675 -4.0525 -1.6105
H 3.8697 -0.5491 0.0915
H 1.6339 0.2230 -7.9164
H -5.1141 0.3642 -2.4185
H -6.1848 -2.8183 0.6479
H -0.9863 0.4931 -2.5533
H 1.0621 2.3497 -10.6288
H 3.1169 -3.2284 -3.0254
H -0.4868 -3.4959 -0.0090
H 1.4919 9.3276 2.3229
H -4.0540 1.6976 0.6952
H 6.9257 -1.2889 1.8762
H -6.9955 -1.5714 -0.4284
H -0.0773 -1.5698 -3.0213
H 3.5773 4.9267 4.4232
H 2.2446 3.4726 0.6696
H 5.6002 1.0027 -5.6602
H 0.4118 8.3817 3.4446
H 4.9226 -3.5527 7.1933
H -3.6028 -1.6934 0.3708
H -4.5701 1.3956 4.1400
H -7.2120 -1.5738 1.2611
H -2.0363 -2.3682 -1.6434
H -3.8044 -3.8748 4.7210
H 0.6342 -0.6298 6.3726
H -0.8972 5.1569 -9.0589
H 0.0528 5.4861 -2.1120
H -9.4150 2.4121 3.0453
H 2.7723 -0.7034 3.9952
H -0.2479 -6.4685 -2.3890
H 1.1987 -2.7602 -0.4499
H 2.6684 -2.1409 5.6311
H 0.5448 -3.5826 9.3994
H -2.8297 4.6927 -7.6300
H 6.2873 1.4466 4.1403
H 3.0926 -4.7634 -2.0767
H 0.4216 5.5472 -3.7095
H -0.0916 0.8411 -8.0411
H -0.5502 2.5845 -9.8657
H -0.7920 0.3320 4.3820
H 1.4795 4.7728 -9.5367
H 0.0940 3.7454 -10.9834
H 1.7785 7.5986 2.7094
H -6.6389 -0.5355 3.0415
H 1.4928 3.3767 4.0310
H -1.6150 4.3753 1.4557
H -1.6939 4.3803 -0.4416
H 1.0499 6.1832 0.7214
H -6.0471 0.2511 5.9667
H 4.7751 2.1207 -0.2465
H -2.5109 3.4352 -6.3625
H 0.0123 4.1512 4.4883
H 5.8822 2.4458 2.8824
H 0.3413 0.3579 -4.4006
H 3.1977 5.1830 0.0115
H -1.5867 0.8257 5.8772
H -6.6390 -7.1068 -0.1885
H -10.5138 1.6983 4.2559
H -5.0526 1.3145 2.5131
H 5.9973 0.4305 -7.2578
H 3.5474 2.8749 -1.1867
H -0.1825 4.2097 0.3394
H 5.6086 -0.0887 -2.8132
H -1.8645 6.6074 0.9780
H -5.1901 3.1644 -2.6057
H -2.4467 -4.8714 4.3147
H 3.1768 -1.8171 7.3291
*
```

Calculated values
Relative energy (zero: lowest compared OMol25 entry of this formula, charge and spin) (eV): 0.000
Orbital gap (eV): 9.291
E_tot (Ha): -5852.96322


> Among the records above, which one has the lowest E_tot?

C45H126N3O36P9